Entry 1:
Entry from OMol25: C12H17Cl2F3MoO4 as an isolated structure at a distorted geometry (ωB97M-V with the def2-TZVPD basis set).

```
39
Properties=species:S:1:pos:R:3:forces:R:3
C -0.5655 1.0832 -1.8246 -0.50 -1.17 0.02
C -1.4222 -0.0348 -1.4768 -0.15 0.85 0.07
C -0.6036 -1.1476 -1.1255 0.37 0.11 -0.53
C -2.9277 -0.0522 -1.4956 -0.33 0.07 0.56
C 0.7540 -0.7685 -1.3561 -0.55 0.18 -0.46
C 0.8010 0.5985 -1.7905 0.17 -0.82 -0.85
C 2.0348 1.2799 -2.2792 0.26 -0.64 -1.23
C -1.0628 2.3833 -2.3409 -0.08 0.65 0.19
C -1.0894 -2.5210 -0.7531 0.08 0.33 0.80
C 1.8713 -1.7344 -1.2800 0.56 -0.19 0.69
Mo -0.0293 0.8049 0.3514 3.14 0.19 1.59
Cl -2.0347 0.0466 1.6225 1.74 0.44 -1.13
Cl -0.6871 2.9049 1.0353 -0.06 -0.59 -0.24
O 1.5317 0.0679 1.0480 -2.30 -0.28 -1.44
H -3.3399 0.8919 -1.0931 0.21 -0.41 -0.33
H -3.2930 -0.8519 -0.8288 0.16 0.36 -0.34
H -3.3649 -0.2310 -2.4998 0.57 0.16 0.38
H -1.9256 -2.3862 -0.0490 0.19 -0.30 -0.26
H -0.2899 -3.0380 -0.2082 -0.32 -0.01 -0.15
H -1.4104 -3.1561 -1.6033 0.21 0.65 0.26
H 1.7181 -2.3948 -0.4200 0.04 0.02 -0.16
H 2.8279 -1.2406 -1.0987 -0.11 0.01 -0.20
H 1.9452 -2.3685 -2.1819 -0.15 0.43 0.25
H 2.9083 0.8731 -1.7550 -0.24 -0.02 -0.38
H 2.0071 2.3319 -1.9821 0.00 -0.34 -1.24
H 2.1559 1.1103 -3.3610 -0.19 -0.06 0.10
H -1.9397 2.6962 -1.7667 0.06 -0.02 -0.17
H -1.3500 2.3424 -3.4032 0.25 -0.13 0.30
H -0.3014 3.1507 -2.1818 -0.08 -0.05 -0.21
H 1.5850 0.1619 2.0784 -1.08 -0.01 0.95
O 1.7672 2.0970 -0.3126 -1.24 2.73 3.90
H 1.9619 2.9830 0.1715 -1.10 -2.30 -0.53
F -0.3067 -2.0056 6.0745 0.56 0.75 -0.56
C 0.1485 -0.8602 5.5295 0.08 1.25 -1.12
F -0.8101 0.1069 5.7916 0.94 -0.90 -0.09
F 1.2911 -0.4776 6.2064 -1.24 -0.56 -0.61
C 0.4230 -0.8841 3.8361 -0.68 -1.98 2.01
O 0.1336 -1.9682 3.3081 0.56 1.83 0.23
O 0.8883 0.2066 3.4141 0.27 -0.23 -0.10
```
Positions in Å, forces in eV/Å.

Results
Maximum force ... 4.92 eV Å⁻¹
Highest occupied orbital energy (alpha / beta) ... -8.9 / -8.9 eV
Kohn-Sham gap (alpha / beta) ... 5.9 / 5.9 eV
DFT total energy ... -55961.8139 eV


Entry 2:
Entry from OMol25: a 2-piece molecular cluster, C12H17ClN2 overall at a distorted geometry (ωB97M-V with the def2-TZVPD basis set).

```
32
Properties=species:S:1:pos:R:3:forces:R:3
C -3.5732 1.3091 0.1167 -0.50 1.23 -0.84
C -3.1796 0.1247 0.7265 -2.61 0.12 2.15
C -2.5564 2.0940 -0.4494 0.66 -0.42 -0.50
C -1.8740 -0.2057 0.8571 2.06 -2.51 -0.43
C -1.1838 1.7356 -0.3477 -2.50 0.14 1.35
C -0.8374 0.5370 0.2934 0.03 0.87 -1.41
C 0.3651 0.0823 -2.2272 0.18 0.72 -2.41
C 2.5986 -0.7252 -1.1276 -1.24 -1.30 -0.91
C 0.5309 -2.1434 -1.2796 -1.35 -0.93 -0.01
C 1.7046 -0.2997 3.5345 1.27 -2.18 -0.27
C 0.5768 0.0390 0.1655 -1.20 -1.87 0.00
C 1.0829 -0.7142 -1.1240 -1.36 1.51 -0.09
N 1.8820 0.2151 2.1873 1.97 0.45 2.36
N 1.2024 -0.1122 1.2340 0.01 -0.01 -0.90
Cl 1.5137 3.1595 0.0486 0.30 -0.12 0.09
H -4.6368 1.7228 0.0486 1.56 -1.11 0.16
H -3.8884 -0.4921 1.3638 0.59 0.76 -1.32
H -2.7842 2.9269 -1.1265 -0.11 0.01 0.79
H -1.6436 -1.2459 1.2345 -0.11 1.41 -0.09
H -0.4975 2.5410 -0.5530 0.45 -0.28 -0.67
H -0.6862 -0.2132 -2.3893 0.56 -1.10 -0.18
H 0.9867 -0.0106 -3.1862 -1.20 0.17 1.06
H 0.0278 1.1327 -2.0886 1.76 -0.22 0.25
H 2.8744 -1.1821 -0.2105 0.83 0.11 0.99
H 2.9196 -1.4091 -1.8845 0.07 -0.84 -0.63
H 3.1011 0.1384 -1.4298 0.54 1.91 0.42
H -0.3402 -2.2214 -0.6327 -0.28 -0.13 0.07
H 1.0903 -3.0650 -1.0928 0.84 0.66 0.56
H 0.1244 -2.3733 -2.2845 0.31 0.68 0.23
H 1.3238 -1.4127 3.5477 0.70 2.02 0.00
H 1.0242 0.3225 4.0754 -0.51 0.36 0.58
H 2.7521 -0.2548 3.9998 -1.71 -0.13 -0.42
```
Positions in Å, forces in eV/Å.

Results
Spin multiplicity ... 3
Maximum force ... 3.39 eV Å⁻¹
<S²> ... 2.017
Highest occupied orbital energy (alpha / beta) ... -6.4 / -8.6 eV
Kohn-Sham gap (alpha / beta) ... 7.0 / 4.9 eV
DFT total energy ... -28215.6033 eV